Entry 1:
Entry from the Open Molecules 2025 dataset: C32H48MgN6Se as an isolated structure (the ωB97M-V functional and the def2-TZVPD basis).

XYZ file:
```
88
C32H48MgN6Se | the Open Molecules 2025 dataset | the ωB97M-V functional and the def2-TZVPD basis
Mg -0.16007 -0.17422 1.50632
C -4.30941 0.64147 2.63726
C -3.61705 0.81256 1.28708
C -4.54396 0.35208 0.15357
C -3.16081 2.23502 1.02404
C -4.10060 3.23909 1.15879
C -3.82287 4.57006 0.85723
C -2.62186 4.82742 0.22708
C -1.65785 3.84568 0.00730
C -0.63537 4.24033 -1.07134
C 0.51865 5.13463 -0.57567
C -0.10201 3.10009 -1.94016
C -1.81902 2.55226 0.61649
N -0.77263 1.70163 0.82610
C 0.46517 2.30416 1.02275
C 1.64087 1.65070 1.07063
N 1.81051 0.27397 0.98382
C 3.11113 -0.11102 0.70901
C 3.80078 0.56538 -0.34376
C 5.15155 0.35133 -0.58070
C 5.87472 -0.57434 0.14334
C 5.19658 -1.31697 1.10036
C 3.85573 -1.12553 1.40288
C 3.29541 -2.05669 2.46036
C 2.78673 -1.34058 3.71892
C 2.29169 -3.02018 1.81633
C 3.04364 1.43192 -1.33808
C 3.55568 2.87249 -1.39551
C 3.07262 0.79278 -2.73252
H -4.52942 -0.41379 2.80367
H -5.24245 1.21277 2.69263
H -3.64653 0.95672 3.44205
H -2.75300 0.15335 1.30240
H -5.45229 0.96148 0.13046
H -4.82964 -0.69424 0.29311
H -4.05015 0.44664 -0.81766
H -5.09085 2.97768 1.51572
H -4.55417 5.35189 1.02711
H -2.44139 5.82154 -0.17829
H -1.21971 4.86392 -1.75697
H 1.36458 4.53770 -0.23028
H 0.18454 5.77029 0.24602
H 0.87516 5.78133 -1.38424
H 0.49631 2.40433 -1.35934
H 0.52349 3.51412 -2.73819
H -0.92666 2.54795 -2.39706
H 0.46951 3.36641 1.25363
H 2.53071 2.24241 1.29741
H 5.64551 0.90224 -1.37667
H 6.93032 -0.73625 -0.04389
H 5.74465 -2.07196 1.65687
H 4.13960 -2.67189 2.79469
H 2.08815 -0.55328 3.47169
H 3.62783 -0.89074 4.25768
H 2.26561 -2.04019 4.37190
H 1.50948 -2.47747 1.29158
H 1.80228 -3.64057 2.56617
H 2.81049 -3.66726 1.09816
H 2.00137 1.47043 -1.03174
H 4.59129 2.91653 -1.74445
H 3.50962 3.32977 -0.40576
H 2.94259 3.47015 -2.07618
H 4.09563 0.68167 -3.10053
H 2.51521 1.40630 -3.44696
H 2.61544 -0.19795 -2.69870
C -0.44437 -2.91170 -1.99608
N -1.29975 -3.85846 -2.74238
C -1.19181 -5.16258 -2.07764
N -1.57640 -5.12336 -0.67030
C -0.71276 -4.14056 0.02000
N -0.81337 -2.82034 -0.59455
C -2.21003 -2.38647 -0.49601
N -3.11381 -3.31386 -1.20738
C -2.68811 -3.39804 -2.59793
C -2.95583 -4.63168 -0.59014
H -0.53451 -1.92367 -2.45566
H 0.59250 -3.25004 -2.07942
H -0.15516 -5.50310 -2.15282
H -1.83702 -5.87352 -2.60618
H 0.32351 -4.48557 -0.02836
H -1.01639 -4.04476 1.06590
H -2.30290 -1.38893 -0.93378
H -2.48114 -2.35163 0.56272
H -2.76875 -2.40665 -3.05181
H -3.34500 -4.08770 -3.14046
H -3.61621 -5.34416 -1.09788
H -3.23887 -4.55882 0.46116
Se -1.30495 -1.84197 2.93105
```

Its charge is -2. The largest force on an atom is 0.9 eV Å⁻¹. For the gap between HOMO and LUMO, the calculation gives 0.1768 Ha. Its spin multiplicity is 1. For the energy, the calculation gives -4178.2874 Ha.



Entry 2:
Entry from the Open Molecules 2025 dataset: C32H48P2Sc as an isolated structure (the ωB97M-V functional and the def2-TZVPD basis).

XYZ file:
```
83
C32H48P2Sc | the Open Molecules 2025 dataset | the ωB97M-V functional and the def2-TZVPD basis
Sc 0.84707 -1.03195 -1.17257
C 1.27438 -2.40456 1.11978
C -0.11174 -2.45913 0.72117
C 1.27374 -3.24245 -1.02740
C 2.11100 -2.85361 0.06058
C -0.09690 -3.06437 -0.58418
C 1.81009 -1.99836 2.43841
H 1.02045 -1.92836 3.19571
H 2.31810 -1.02643 2.42849
H 2.56759 -2.72601 2.76505
C 3.59415 -2.95380 0.06220
H 3.93751 -3.62341 0.87861
H 4.08826 -1.98185 0.21392
H 3.95118 -3.35360 -0.91153
C 1.67496 -3.76132 -2.35846
H 2.46368 -4.52016 -2.28847
H 2.08853 -2.97648 -3.00537
H 0.81592 -4.20186 -2.87918
C -1.28894 -3.39389 -1.39775
H -1.97988 -4.01277 -0.80796
H -1.07031 -3.96202 -2.31204
H -1.85973 -2.51184 -1.73298
C -1.28175 -2.48104 1.67053
H -1.07323 -3.07753 2.57493
H -2.21185 -2.85644 1.21719
H -1.48709 -1.44980 2.00893
C -0.66274 2.04761 2.86624
C -1.49671 1.76870 3.89254
C -2.81572 1.12615 3.54168
C -3.87328 2.13577 3.01075
C -4.24354 2.01626 1.55112
C -3.48898 1.39676 0.64145
C -2.02393 0.98803 0.85465
C -1.18445 2.16295 1.43948
H -3.20521 0.56263 4.38149
H -3.60469 3.19530 3.19382
H -2.68552 0.40062 2.71499
H -1.78081 3.06471 1.34784
H 0.39380 2.32470 2.99951
H -1.29271 1.92199 4.97679
H -0.31717 2.37059 0.80420
H -1.91771 0.18526 1.59946
H -3.94775 1.02278 -0.28722
H -1.45353 0.57263 -0.00759
H -4.80169 2.00692 3.59095
H -5.25290 2.41572 1.26982
P -1.29710 2.40295 -1.87663
P -0.98718 -0.23324 -3.36646
C -1.93239 2.47153 -3.63891
C -1.32713 1.33691 -4.44702
H -1.67735 3.45070 -4.06158
H -3.02777 2.39853 -3.64836
H -1.95423 1.05495 -5.30233
H -0.34836 1.59873 -4.85632
C -1.03768 -1.36326 -4.87963
H -1.13801 -2.41215 -4.55733
H -0.09434 -1.24813 -5.43511
H -1.88153 -1.10492 -5.55501
C -2.76353 -0.50630 -2.94116
H -3.45348 -0.08789 -3.68666
H -2.99997 -0.04572 -1.97959
H -2.95063 -1.57846 -2.84818
C 0.08058 3.58409 -2.04724
H 0.59548 3.64410 -1.08282
H -0.31051 4.56990 -2.32153
H 0.76928 3.21640 -2.81155
C -2.57786 3.61761 -1.20635
H -2.90641 4.34413 -1.98873
H -2.13576 4.14704 -0.33743
H -3.46936 3.06675 -0.85036
C 2.43019 0.02470 -0.22817
C 3.46939 0.19244 0.46765
C 4.49125 0.40766 1.42965
C 5.85434 0.04378 1.30726
C 6.62120 -0.03476 2.46765
C 6.03897 0.28993 3.70757
C 4.67013 0.61068 3.83259
C 3.92362 0.73587 2.67566
H 6.24891 -0.19548 0.31902
H 7.67894 -0.32030 2.40558
H 6.64445 0.33194 4.61895
H 4.18744 0.78062 4.80297
H 2.84648 0.97562 2.66032
```

Its charge is +1. The largest force on an atom is 4.0 eV Å⁻¹. For the gap between HOMO and LUMO, the calculation gives 0.2614 Ha. Its spin multiplicity is 1. For the relative energy (zero: lowest compared OMol25 entry of this formula, charge and spin), the calculation gives 161.1 kJ/mol. For the energy, the calculation gives -2691.1936 Ha.